Entry 1:
Formula: C48H76F2MnO24
Source: the OMol25 dataset
Level of theory: wB97M-V/def2-TZVPD

Atoms and positions in Å:
H  -0.30  -3.83  4.75
O  -4.71  -3.29  1.67
C  -2.98  -0.65  -2.58
O  -3.12  0.46  4.67
C  0.57  -7.22  -2.15
C  1.72  5.72  1.21
H  -7.57  -0.74  0.00
C  3.98  -0.87  4.82
H  -4.40  3.94  -2.31
F  -1.29  1.17  0.06
O  -1.85  3.80  -3.63
H  -2.20  3.42  -1.56
O  1.13  -8.22  -2.68
C  -6.84  -0.77  0.81
H  -2.10  -2.62  3.46
C  -0.08  1.88  4.03
H  2.30  -2.01  4.00
H  2.06  2.96  0.22
O  -0.94  -1.34  -1.45
C  -0.59  -4.22  3.78
H  4.34  0.26  1.41
H  0.86  2.93  -2.96
H  -0.99  -7.52  -0.66
H  3.44  1.15  -5.43
H  -3.96  -3.69  -3.20
H  3.07  -5.27  -2.06
O  2.43  6.83  -0.77
H  4.62  -4.50  -2.30
H  4.27  -1.67  5.50
C  5.18  1.93  0.24
C  1.74  2.51  -4.95
C  0.62  -4.41  2.88
H  -2.13  -3.78  2.19
O  5.38  -0.38  -0.20
C  2.93  -3.43  -3.20
H  0.45  -5.29  2.26
O  5.07  -0.36  -2.38
H  2.87  -4.10  0.04
C  2.04  5.82  -0.27
H  3.38  -0.12  5.34
C  1.28  3.67  -0.03
H  6.21  2.23  0.06
H  0.73  2.69  -5.30
H  4.72  2.74  0.80
H  0.45  3.15  -0.51
C  -5.57  -0.09  0.34
O  -2.55  -2.84  -1.84
O  0.76  -3.25  2.08
H  4.93  2.36  -1.86
H  2.63  5.51  1.78
O  -4.70  3.53  2.05
H  0.30  5.18  -4.39
H  0.68  -7.53  0.02
C  2.13  -2.58  -1.25
H  6.05  0.54  1.64
H  -4.27  -0.39  2.08
H  0.92  3.90  2.14
O  -0.53  -1.41  1.44
C  -4.14  -1.53  -3.05
H  1.28  6.64  1.58
H  -1.20  -5.00  -2.38
C  -2.40  3.05  -2.57
H  3.48  1.67  -1.01
O  1.82  0.32  -4.26
C  3.57  -4.30  -2.10
C  5.44  -3.86  1.76
H  2.38  3.31  -5.32
H  0.69  2.61  4.30
H  -5.55  -0.24  -0.74
H  -2.75  2.64  1.78
C  -5.15  4.75  1.88
H  2.57  2.85  -2.86
H  -1.18  2.54  5.75
Mn  0.29  -0.19  -0.19
C  -1.54  5.09  -3.44
C  -1.96  0.74  4.74
H  -2.22  4.94  2.09
H  -0.76  -5.26  0.13
H  -4.12  6.60  1.55
C  0.81  4.50  1.24
C  -3.46  3.35  1.37
H  -0.51  6.78  -4.44
C  -0.65  5.70  -4.54
H  -4.39  5.77  0.10
H  1.56  -4.44  3.43
H  1.92  0.88  -6.27
H  -3.27  0.12  -1.87
C  -4.45  -0.83  1.09
H  -1.24  -5.07  4.00
H  -5.49  0.98  0.50
H  0.92  -5.16  -0.21
H  -0.23  4.83  1.20
C  -0.01  -5.56  -0.60
C  -3.91  3.01  -2.60
C  5.26  0.55  0.89
O  2.10  -2.47  -2.58
C  4.57  1.65  -1.11
H  5.71  -3.06  1.06
C  -2.05  -1.61  -1.88
O  1.50  -1.78  -0.50
F  1.81  0.65  0.95
H  -3.62  2.93  0.38
C  -1.45  -3.25  2.86
O  -6.25  5.14  2.26
C  -0.17  -5.08  -2.03
O  -1.90  5.81  -2.54
H  -2.11  2.77  4.20
H  -4.20  2.82  -3.64
C  -4.13  5.59  1.14
C  0.01  -7.08  -0.72
H  4.09  -2.97  -0.60
O  1.09  0.49  -2.14
H  2.65  -0.76  3.09
H  4.86  -4.59  1.19
C  3.17  -3.51  -0.83
C  1.73  2.48  -3.44
H  -3.55  -0.85  0.48
C  0.21  0.49  4.49
H  -2.45  -0.15  -3.40
O  1.85  4.65  -0.89
H  -4.24  2.27  -1.88
O  -6.48  -2.09  0.95
H  -5.08  -1.11  -2.67
O  3.97  -2.16  2.65
C  4.99  0.21  -1.32
C  -2.89  4.71  1.26
H  2.25  -4.10  -3.72
C  -3.89  -2.89  -2.47
H  -7.17  -0.37  1.77
O  4.36  -4.17  3.77
H  4.89  -0.38  4.48
C  1.48  0.97  -3.18
H  6.42  -4.17  2.11
H  0.80  -0.07  3.77
C  2.35  1.16  -5.31
H  -2.27  4.77  0.36
H  -1.11  5.61  -5.53
H  0.70  0.43  5.46
H  -0.17  1.97  2.95
O  0.43  -6.12  -2.77
C  -5.15  -2.18  1.28
C  -1.39  2.16  4.75
C  3.20  -1.47  3.71
H  3.77  -3.01  -3.76
H  0.43  -4.20  -2.26
C  -0.37  -2.52  2.06
H  -4.24  -1.67  -4.13
C  4.53  -3.41  2.85
H  -4.62  -3.08  -1.69
O  -1.04  -0.15  4.60
H  -1.93  2.07  -2.63

## Properties
Total charge = 0
Spin multiplicity = 6
Largest force on an atom = 6.58 eV/A
<S²> = 8.752
DFT total energy = -5031.2572 hartree
Kohn-Sham gap (spin up / spin down) = 7.871 / 9.868 eV

These are the Löwdin partial charges, in e, on atoms 1 to 2: 0.113, 0.054

Entry 2:
Formula: C27H63N8O9Pt
Source: the OMol25 dataset
Level of theory: wB97M-V/def2-TZVPD

Atoms and positions in Å:
N  3.78  -0.88  -1.96
H  3.06  -0.46  2.61
H  3.16  3.37  1.47
C  -1.74  1.67  4.89
O  4.37  -1.64  0.14
O  -0.22  -2.17  -0.51
H  -0.03  5.48  -1.16
H  2.45  -1.67  -0.64
H  -2.02  0.62  4.76
H  2.42  0.43  -2.99
H  -6.26  0.75  0.08
H  -2.31  0.50  -6.98
C  -3.43  0.80  -4.80
H  5.61  1.96  4.06
H  -4.42  1.27  -4.80
H  -1.73  -1.08  -0.11
Pt  -0.15  -3.99  0.72
O  -1.12  3.03  -3.85
C  2.72  -0.62  -2.95
C  -1.21  -0.26  -1.93
H  1.75  2.83  2.51
H  -0.48  1.33  0.07
H  -1.85  1.61  2.14
O  -2.66  -1.44  -7.39
N  -2.45  2.47  3.95
H  -1.38  5.30  -0.06
O  -3.26  4.50  3.49
H  5.37  -1.14  -3.25
H  1.87  0.15  5.02
C  -2.74  3.63  -1.68
H  -1.60  6.24  -1.45
H  4.65  -5.42  -2.58
H  -3.49  2.44  2.05
C  -0.15  0.30  0.22
H  -0.69  1.72  4.60
H  -1.90  -0.93  -2.45
H  5.68  -4.70  -1.47
O  1.51  -4.52  -0.67
C  -4.11  -1.68  -4.97
O  2.02  3.16  4.78
H  -3.00  3.30  -0.68
H  -3.41  0.98  2.84
O  -5.76  -0.32  -2.23
C  -2.77  -0.46  -6.71
H  3.10  -4.16  1.05
N  -1.40  4.13  -1.88
H  -4.79  -2.07  -1.83
H  0.26  4.29  -2.94
C  -4.29  -1.83  0.67
H  -3.66  -1.31  1.38
C  -1.11  5.33  -1.12
H  -1.73  0.69  -1.80
H  5.31  0.46  -2.58
N  -5.03  -0.93  -0.15
H  -6.21  -0.18  1.46
H  1.81  -1.18  -2.73
H  -0.19  0.03  1.27
H  2.49  -5.17  -2.36
C  5.00  1.93  3.16
H  6.09  -0.79  -1.74
N  1.60  -1.38  3.55
H  -2.73  1.55  -5.16
H  -1.92  1.87  5.95
H  2.72  1.72  1.55
H  3.13  -0.81  -3.95
H  5.00  0.93  2.74
H  4.85  -4.28  0.95
H  3.55  -2.11  2.74
C  3.09  -1.30  3.31
H  -3.01  2.79  -2.33
C  2.52  -4.88  -1.30
C  2.76  2.63  2.15
H  0.25  -0.57  4.94
H  -3.34  0.55  -3.75
H  -0.20  -1.89  2.76
H  -3.50  4.35  -1.98
H  -4.31  -2.57  -5.57
C  3.12  2.70  4.58
H  4.12  -5.66  1.34
N  -3.48  -0.46  -5.58
H  5.57  2.53  2.45
C  4.86  -5.42  -1.51
C  3.92  -4.79  0.71
C  -5.56  0.13  0.64
H  -5.07  -1.42  -4.55
C  1.12  -0.28  4.35
C  -2.79  1.85  2.64
C  3.52  -1.43  -0.74
H  5.22  -6.43  -1.31
C  5.19  -0.59  -2.32
O  1.29  -3.30  2.27
C  -0.77  -0.86  -0.60
H  0.89  0.40  -0.10
C  0.84  -2.25  2.81
H  -4.95  -2.40  1.32
N  3.59  2.39  3.34
C  -0.69  3.74  -2.95
H  -2.12  4.04  5.17
H  -0.49  -0.25  -2.75
H  3.66  -1.09  4.21
N  3.72  -5.06  -0.72
C  -2.60  3.78  4.21
H  -3.75  -2.65  0.20
H  0.99  0.62  3.74
H  -4.69  0.72  0.92
H  3.89  2.41  5.31
C  -5.27  -1.14  -1.50
H  -3.48  -2.07  -4.17

## Properties
Total charge = +1
Spin multiplicity = 3
Largest force on an atom = 3.02 eV/A
<S²> = 2.029
DFT total energy = -2300.6056 hartree
Energy above the lowest of the compared OMol25 structures with the same formula, charge and spin = 0.000 eV
Kohn-Sham gap (spin up / spin down) = 5.825 / 4.990 eV

These are the Löwdin partial charges, in e, on atoms 1 to 2: -0.164, 0.073

Entry 3:
Formula: C36H32NO2P2Ti
Source: the OMol25 dataset
Level of theory: wB97M-V/def2-TZVPD

Atoms and positions in Å:
H  4.23  -3.18  2.80
H  1.27  4.28  -1.12
C  3.60  -3.31  1.92
P  0.16  2.17  0.48
H  1.38  -3.81  -1.25
C  -1.05  2.34  -2.08
O  -1.78  0.39  2.45
C  2.30  -2.79  1.92
C  -1.41  5.45  2.38
C  -1.25  -4.72  0.70
C  -0.48  -1.79  -1.06
H  -2.72  1.38  0.75
C  -3.40  1.92  -2.54
C  -1.94  -1.56  -2.99
H  -2.66  -2.14  -1.04
H  -0.34  -5.02  0.16
H  -0.06  2.59  -2.43
C  -0.85  -1.18  -3.76
H  -2.71  -2.02  2.24
C  -0.12  3.55  1.61
H  5.12  -4.42  0.85
H  -1.91  4.25  0.63
H  4.75  0.77  -0.69
C  -3.56  -4.01  2.08
C  4.10  -4.02  0.82
C  3.24  3.62  -1.72
H  1.51  2.94  2.93
C  3.28  -4.21  -0.30
H  1.89  -2.27  2.80
H  2.62  0.51  0.53
H  3.64  -4.77  -1.16
C  3.98  1.52  -0.80
Ti  -0.46  0.06  1.45
H  -4.19  -6.07  1.83
H  -0.96  -0.84  -4.79
H  0.98  1.45  -3.48
C  -2.24  -5.68  0.94
H  3.41  4.51  -2.32
O  0.16  0.13  4.45
H  -2.27  6.11  2.25
H  1.29  -0.96  -3.89
H  0.27  1.27  -3.67
H  -1.91  2.34  -4.04
H  -0.69  6.47  4.15
H  1.16  4.85  4.51
H  -4.46  -3.71  2.62
C  4.22  2.63  -1.62
C  0.51  4.74  3.64
C  0.60  -1.35  -1.86
C  2.77  1.37  -0.12
H  -4.23  1.89  -3.24
C  -3.41  -5.33  1.63
C  -1.21  4.42  1.46
P  -0.14  -2.21  0.70
C  2.03  3.50  -1.05
C  -0.54  5.64  3.46
C  -2.51  1.68  -0.29
C  1.50  -2.95  0.76
C  -1.22  2.09  -0.71
C  0.73  3.69  2.74
C  1.77  2.36  -0.30
C  0.44  -1.17  -3.23
C  -2.58  -3.05  1.85
C  1.99  -3.67  -0.34
H  5.17  2.73  -2.15
H  -2.09  -6.70  0.58
H  -2.94  -1.62  -3.43
C  -2.11  2.22  -2.97
N  0.08  0.03  3.29
H  -4.57  1.37  -0.81
C  -1.41  -3.40  1.14
C  -3.58  1.65  -1.18
C  -1.77  -1.86  -1.63
H  1.57  -1.15  -1.39

## Properties
Total charge = +2
Spin multiplicity = 2
Largest force on an atom = 5.83 eV/A
<S²> = 0.760
DFT total energy = -3127.7902 hartree
Kohn-Sham gap (spin up / spin down) = 6.478 / 5.915 eV

These are the Löwdin partial charges, in e, on atoms 1 to 2: 0.119, 0.125

Entry 4:
Formula: C4H10O
Source: the OMol25 dataset
Level of theory: wB97M-V/def2-TZVPD

Atoms and positions in Å:
O  0.69  -0.84  -0.23
C  -0.30  0.18  -0.10
H  2.33  0.34  0.35
C  -1.56  -0.32  -0.79
H  -1.27  1.32  1.46
H  2.07  0.17  -1.41
H  2.66  -1.22  -0.44
H  0.40  0.84  1.84
H  0.06  1.08  -0.63
H  -0.90  -0.37  1.90
H  -1.92  -1.23  -0.30
C  1.99  -0.35  -0.44
C  -0.53  0.51  1.36
H  -2.36  0.43  -0.75
H  -1.35  -0.55  -1.84

## Properties
Structure (SMILES) = COC(C)C
Total charge = 0
Spin multiplicity = 1
Largest force on an atom = 0.30 eV/A
DFT total energy = -233.6240 hartree
Energy above the lowest of the compared OMol25 structures with the same formula, charge and spin = 0.571 eV
Kohn-Sham gap = 10.844 eV

These are the Löwdin partial charges, in e, on atoms 1 to 2: -0.179, -0.486

Entry 5:
Formula: C10H6N2S
Source: the OMol25 dataset
Level of theory: wB97M-V/def2-TZVPD

Atoms and positions in Å:
C  -0.94  -0.37  1.70
C  0.06  2.12  -1.39
C  0.66  -2.19  1.07
H  0.47  -2.82  1.95
C  1.75  -2.13  -0.88
C  -1.24  1.41  0.50
S  -1.28  3.27  -1.19
H  0.54  2.15  -2.40
C  -1.93  2.51  0.16
H  1.72  -0.27  -2.00
C  0.07  -0.94  0.81
H  -2.73  3.03  0.72
H  -1.21  -0.97  2.56
C  1.41  -0.80  -1.14
N  1.45  -2.89  0.22
H  2.50  -2.67  -1.48
N  -1.59  0.74  1.60
C  0.49  -0.22  -0.31
C  -0.20  1.03  -0.51

## Properties
Structure (SMILES) = c1cc2c(cn1)cnc1cscc12
Total charge = 0
Spin multiplicity = 1
Largest force on an atom = 3.47 eV/A
DFT total energy = -892.3354 hartree
Energy above the lowest of the compared OMol25 structures with the same formula, charge and spin = 0.000 eV
Kohn-Sham gap = 8.247 eV

These are the Löwdin partial charges, in e, on atoms 1 to 2: -0.071, -0.294

Entry 6:
Formula: C4H6CoN3O4S
Source: the OMol25 dataset
Level of theory: wB97M-V/def2-TZVPD

Atoms and positions in Å:
O  2.18  -0.63  -0.22
H  -2.72  0.92  0.88
O  3.81  0.90  -0.11
H  -2.08  -1.13  -0.89
N  0.24  -2.69  -0.44
H  -1.97  -1.20  0.73
H  -2.66  1.03  -0.87
O  -1.05  2.90  0.24
C  2.63  0.58  -0.11
N  0.27  1.02  0.00
N  -1.67  -0.67  -0.08
S  0.37  -4.14  -0.31
H  1.68  2.40  -0.76
H  1.73  2.20  0.98
O  0.32  -4.80  1.00
C  -0.87  1.69  0.10
Co  0.30  -0.81  -0.18
C  1.56  1.67  0.04
C  -2.08  0.75  0.01

## Properties
Total charge = -1
Spin multiplicity = 2
Largest force on an atom = 0.25 eV/A
<S²> = 0.783
DFT total energy = -2402.3401 hartree
Kohn-Sham gap (spin up / spin down) = 8.289 / 8.328 eV

These are the Löwdin partial charges, in e, on atoms 1 to 2: -0.128, 0.115

Entry 7:
Formula: C3H5N
Source: the OMol25 dataset
Level of theory: wB97M-V/def2-TZVPD

Atoms and positions in Å:
H  1.66  1.15  -0.95
C  -0.66  -1.62  0.11
H  -0.78  0.81  0.84
H  -0.54  -2.68  -0.15
H  0.79  2.54  -0.14
C  0.04  0.56  0.17
H  -1.62  -1.45  0.61
C  0.85  1.48  -0.31
N  0.24  -0.79  -0.17

## Properties
Structure (SMILES) = C=CN=C
Total charge = 0
Spin multiplicity = 1
Largest force on an atom = 1.61 eV/A
DFT total energy = -172.0085 hartree
Energy above the lowest of the compared OMol25 structures with the same formula, charge and spin = 1.268 eV
Kohn-Sham gap = 10.437 eV

These are the Löwdin partial charges, in e, on atoms 1 to 2: 0.061, -0.069

Entry 8:
Formula: C12H21N2O
Source: the OMol25 dataset
Level of theory: wB97M-V/def2-TZVPD

Atoms and positions in Å:
H  0.48  3.04  1.89
C  0.58  1.52  0.38
H  0.34  -0.48  2.06
C  -3.42  -0.32  0.71
C  -1.07  -1.70  1.35
H  -1.29  -2.61  0.77
C  -0.03  -1.59  -1.81
N  -3.53  0.79  -0.03
H  2.35  2.51  0.77
H  -0.47  0.89  -2.64
C  0.04  0.14  0.04
C  2.14  1.57  0.35
H  2.21  -1.40  0.75
C  0.54  0.71  -2.46
C  -1.44  0.33  0.07
H  1.20  -2.40  -0.12
C  0.04  2.16  1.62
H  -1.08  -1.49  -1.70
H  1.09  0.22  -3.36
H  -4.42  -0.60  1.01
H  -0.02  -1.61  -3.00
N  1.31  -1.87  0.76
H  -1.01  2.39  1.45
C  -2.04  -0.73  0.72
C  0.61  -0.35  -1.31
H  2.29  1.53  -0.73
H  0.12  1.59  2.57
H  1.65  -0.51  -1.28
O  -2.31  1.19  -0.44
H  -1.21  -1.86  2.39
C  0.23  -0.92  1.05
H  1.64  -2.50  1.50
H  2.79  0.88  0.67
H  1.11  1.66  -2.17
H  0.48  -2.48  -1.51
H  0.12  2.30  -0.31

## Properties
Structure (SMILES) = CC(C)C1(C(C)C)c2oncc2C[C@H]1[NH3+]
Total charge = +1
Spin multiplicity = 1
Largest force on an atom = 5.52 eV/A
DFT total energy = -654.1998 hartree
Energy above the lowest of the compared OMol25 structures with the same formula, charge and spin = 4.983 eV
Kohn-Sham gap = 9.065 eV

These are the Löwdin partial charges, in e, on atoms 1 to 2: 0.059, -0.326

Entry 9:
Formula: C4H21NO9
Source: the OMol25 dataset
Level of theory: wB97M-V/def2-TZVPD

Atoms and positions in Å:
H  -2.18  -0.26  4.00
O  1.13  0.41  -1.01
H  -1.55  -1.23  -3.07
O  -1.60  -3.27  -1.75
N  2.22  -0.34  0.83
H  -1.11  -3.88  -1.18
O  -1.48  -0.69  -3.88
H  -2.17  -2.81  -1.12
O  -1.27  2.91  0.77
H  -0.04  -2.94  0.50
H  -0.36  0.00  1.01
H  -0.79  -0.82  -1.09
C  0.37  -2.06  0.97
H  -1.06  0.18  3.00
H  -0.48  2.47  1.08
O  0.78  2.22  -2.79
H  2.95  -0.05  1.48
H  0.44  -2.37  2.05
C  -0.79  -1.06  0.86
H  2.44  -2.37  1.16
H  2.04  -1.91  -0.53
O  0.85  4.53  1.61
H  0.53  1.57  -3.47
H  -1.30  3.39  -0.06
O  -1.43  -1.07  -0.41
H  0.09  2.87  -2.99
C  1.82  -1.69  0.50
H  -1.35  -1.42  -4.51
H  1.62  4.24  2.13
H  0.65  1.14  -1.55
O  -1.31  -0.48  3.64
O  1.70  1.83  0.62
C  1.67  0.70  0.13
H  0.51  3.61  1.47
H  -1.53  -1.32  1.60

## Properties
Total charge = +1
Spin multiplicity = 2
Largest force on an atom = 3.34 eV/A
<S²> = 0.773
DFT total energy = -896.5455 hartree
Energy above the lowest of the compared OMol25 structures with the same formula, charge and spin = 0.000 eV
Kohn-Sham gap (spin up / spin down) = 10.499 / 4.513 eV

These are the Löwdin partial charges, in e, on atoms 1 to 2: 0.068, 0.152

Entry 10:
Formula: C5H9NO
Source: the OMol25 dataset
Level of theory: wB97M-V/def2-TZVPD

Atoms and positions in Å:
H  -2.61  0.00  -0.04
C  -0.80  1.10  0.14
H  -1.31  2.04  -0.05
C  1.49  0.68  0.01
H  -1.59  -2.24  -0.49
H  -0.65  0.99  1.22
C  -0.99  -1.42  -0.08
H  -0.92  -1.56  1.00
N  2.82  0.93  0.16
H  0.02  -1.49  -0.53
H  -1.64  0.05  -1.51
H  2.21  -0.78  1.43
C  1.87  -0.50  0.46
O  0.48  1.30  -0.50
C  -1.58  -0.07  -0.42
H  3.21  0.97  -0.78

## Properties
Structure (SMILES) = CCCOC1=CN1
Total charge = 0
Spin multiplicity = 1
Largest force on an atom = 1.29 eV/A
DFT total energy = -325.7540 hartree
Energy above the lowest of the compared OMol25 structures with the same formula, charge and spin = 4.994 eV
Kohn-Sham gap = 9.300 eV

These are the Löwdin partial charges, in e, on atoms 1 to 2: 0.115, -0.168